(1)
154
Properties=species:S:1:pos:R:3:mulliken_charge:R:1 method="wB97M-V/def2-TZVPD" lumo_ev=2.512 gap_ev=3.30 mol_weight_g_mol=1135.787 total_charge=-2
C -0.1515 3.4494 -1.7836 -0.8317
N -0.1432 2.0008 -1.4828 1.2164
C -0.9109 1.5840 -0.5214 -0.6544
C -0.9978 0.1682 -0.2309 -0.8940
C 0.0052 -0.6674 -0.7827 0.8827
C 0.7453 -0.1823 -1.7736 -0.9415
C 0.6062 1.1214 -2.1568 -1.3476
C 0.2960 -2.0465 -0.3944 0.8006
C 1.4978 -2.3795 0.3035 -0.6203
C 1.6705 -3.5463 1.0212 -1.2237
N 0.6544 -4.4480 0.9644 0.3996
C -0.4232 -4.2812 0.1335 -0.8262
C -0.6567 -3.0270 -0.5251 0.3366
C 0.7542 -5.6767 1.7168 -0.9050
H 0.8807 3.7960 -1.7345 0.6307
H -0.7879 3.9828 -1.0774 -0.4097
H -0.6436 3.6165 -2.7417 0.4435
H -1.5852 2.2801 -0.0448 0.4132
H -1.6308 -0.2421 0.5420 0.7110
H 1.4635 -0.7864 -2.3082 0.7783
H 1.3274 1.6408 -2.7703 0.5443
H 2.3197 -1.6805 0.3505 0.2959
H 2.5438 -4.0011 1.4650 0.7450
H -1.1303 -5.0903 0.0245 0.5587
H -1.5726 -2.8658 -1.0741 0.2107
H 1.5782 -6.1774 1.2085 0.4581
H -0.1604 -6.2571 1.5953 0.3071
H 0.8585 -5.5224 2.7908 0.2533
B -5.6266 -0.3704 1.5821 0.3130
F -4.3388 -0.4915 1.1204 -0.0605
F -5.5193 0.0353 2.8578 -0.4155
F -6.4091 0.3967 0.6914 -0.3941
F -6.2792 -1.5159 1.6349 -0.3831
B 2.4233 0.0235 -5.2752 0.3930
F 3.5405 0.1949 -6.0398 -0.3385
F 2.7951 0.0817 -3.9026 -0.2344
F 1.5369 0.9723 -5.6238 -0.3633
F 1.8253 -1.1785 -5.5650 -0.4673
S -3.4743 -2.9187 -3.0468 0.7920
O -3.9321 -3.6660 -1.8676 -0.8406
O -4.3493 -3.2876 -4.1789 -0.8774
O -3.5188 -1.4998 -2.8986 -0.6714
O -2.1700 -3.3779 -3.4897 -0.7632
O 2.4169 5.5198 -3.1031 -0.5508
C 2.7451 6.4713 -2.4144 0.5953
N 3.4092 7.5207 -2.9645 -0.4290
C 2.3379 6.5823 -1.0105 -0.4902
H 3.7849 8.2645 -2.3939 0.1779
H 3.5174 7.3939 -3.9607 0.2755
H 3.1654 6.4229 -0.3192 0.2925
H 1.5464 5.8747 -0.7639 -0.1943
H 1.8492 7.5500 -0.8970 0.3915
O 1.9124 -4.6813 -2.7299 -0.7030
C 1.8314 -3.8153 -3.6098 0.6768
N 0.7662 -3.0642 -3.9957 -0.0235
C 3.1754 -3.5193 -4.3297 -0.9328
H 1.0300 -2.1702 -4.3847 0.2925
H -0.1427 -3.2423 -3.5929 0.2077
H 3.5728 -2.5966 -3.9067 0.0933
H 3.0486 -3.4709 -5.4112 0.2504
H 3.7754 -4.3807 -4.0364 0.4086
O 2.4878 2.4350 0.2380 -0.5316
C 2.5867 2.9819 1.3504 0.4330
N 3.7689 2.8808 1.9767 -0.4690
C 1.3298 3.6372 1.9850 -0.3078
H 4.3511 2.1983 1.5125 0.2099
H 3.9752 3.2879 2.8776 0.1761
H 1.7140 3.9305 2.9620 0.4876
H 0.5837 2.8507 2.0980 -0.2967
H 0.9643 4.5468 1.5084 0.1718
O -0.8474 0.7149 2.9766 -0.3221
C -1.4238 1.1775 3.8979 0.5919
N -2.7412 1.2589 3.9088 -0.1240
C -0.5596 1.6412 5.0868 -1.2635
H -3.1384 0.9208 3.0439 -0.0327
H -3.2860 1.3639 4.7527 0.1915
H -0.5942 2.6986 4.8245 0.2907
H 0.5186 1.4957 5.1528 0.2862
H -1.1081 1.6724 6.0283 0.3979
O -2.6952 -4.5754 2.0443 -0.6757
C -3.6594 -3.8520 2.1144 0.7928
N -4.3083 -3.5644 1.0239 -0.1878
C -4.0379 -3.1125 3.4156 -0.9013
H -3.8843 -3.7578 0.1278 0.1645
H -5.0205 -2.8572 1.1367 0.2826
H -3.4070 -3.5884 4.1662 0.3740
H -5.0890 -3.3038 3.6319 0.3282
H -3.7340 -2.0667 3.3691 -0.0011
O -3.1277 3.2754 -2.7051 -0.5887
C -3.4062 2.1399 -2.4982 0.7421
N -2.9978 1.1803 -3.1758 0.0113
C -4.2454 1.8600 -1.2616 -1.2081
H -2.3527 1.3382 -3.9368 0.2704
H -3.1506 0.2572 -2.7956 0.1286
H -3.8063 1.9635 -0.2694 -0.0703
H -4.7649 0.9101 -1.3880 0.4023
H -5.1253 2.5029 -1.2840 0.5669
O 4.6362 -1.7532 0.5099 -0.5939
C 5.1038 -0.6239 0.2094 0.5817
N 6.0289 -0.0033 0.9474 -0.3823
C 4.6064 0.1171 -0.9857 0.4425
H 6.4223 0.8519 0.5812 0.2115
H 6.3838 -0.4246 1.7940 0.2350
H 4.0061 -0.5223 -1.6329 -0.3663
H 5.3621 0.7093 -1.5017 0.4658
H 3.8156 0.7490 -0.5815 -0.4866
C 2.5870 -1.8439 3.9803 -0.8671
O 2.5416 -3.2489 3.8023 -0.1580
C 3.7912 -3.8261 4.0443 -0.4995
C 3.8287 -5.3059 3.9973 -0.8662
N 3.8691 -5.9270 2.6005 0.0054
C 4.2369 -7.3415 2.4955 -0.9493
C 3.1646 -8.2943 3.1251 -0.0674
O 3.0909 -9.5836 2.4281 -0.3328
C 2.1280 -10.5195 2.8655 -0.7077
H 1.6162 -1.4199 3.7237 0.2246
H 3.2129 -1.3084 3.2665 0.2886
H 2.7375 -1.4962 5.0023 0.3963
H 4.0376 -3.5271 5.0631 0.4827
H 4.4621 -3.3283 3.3442 0.2681
H 3.0466 -5.7912 4.5812 0.2966
H 4.7876 -5.5952 4.4274 0.4689
H 4.4818 -5.4372 1.9642 0.1696
H 5.1577 -7.3857 3.0772 0.3924
H 4.3467 -7.5247 1.4267 0.4318
H 2.2594 -7.7250 2.9140 0.0233
H 3.3795 -8.3041 4.1936 0.3191
H 1.9399 -11.2138 2.0465 0.2585
H 1.1220 -10.1060 2.9374 0.2884
H 2.5002 -10.9094 3.8129 0.2802
C -2.0558 4.7540 2.6253 -0.6668
O -2.0594 4.8788 1.1979 0.0457
C -3.0468 5.8654 0.6855 -0.9278
C -3.3035 5.5893 -0.7824 0.1264
N -4.1464 6.5934 -1.4189 -0.4834
C -4.6569 6.0724 -2.7147 -0.1177
C -3.7371 6.4885 -3.8358 -0.4121
O -4.3979 6.1429 -5.0956 -0.3573
C -3.7230 6.6181 -6.2644 -0.7706
H -1.9194 5.6974 3.1539 0.3485
H -1.3245 4.0688 3.0540 -0.2324
H -2.9754 4.2131 2.8487 0.4360
H -2.5992 6.8452 0.8519 0.2363
H -3.9912 5.7301 1.2127 0.3795
H -3.7330 4.5898 -0.8515 -0.0947
H -2.3082 5.6507 -1.2225 0.3426
H -3.4551 7.2499 -1.7524 0.3395
H -5.6360 6.5120 -2.9050 0.3467
H -4.8482 5.0062 -2.5939 -0.0487
H -2.7398 6.0488 -3.8201 0.2526
H -3.6276 7.5729 -3.8239 0.4577
H -2.6426 6.6517 -6.1238 0.2890
H -4.1001 7.6152 -6.4915 0.2901
H -4.0856 6.1468 -7.1779 0.2887

---

(2)
132
Properties=species:S:1:pos:R:3:mulliken_charge:R:1 method="wB97M-V/def2-TZVPD" lumo_ev=0.157 smiles="CCC[C@](CCCCCCOC(C)=O)(N=C=O)O[C@](I)([C@H](CC(=O)I)NS)P(C)CC.CCN(CC)CC.CCN(CC)CC.CCN(CC)CC" gap_ev=7.99 mol_weight_g_mol=1003.937 total_charge=0
C 2.0766 -3.9295 -3.3043 -1.5125
C 2.6548 -2.6322 -2.7167 -0.0840
C 2.5416 -1.3933 -3.6122 -0.5074
C 1.2739 -0.5060 -3.4317 0.1998
C 0.4039 -0.6367 -4.7096 -1.5639
C -0.5380 -1.8546 -4.6657 -0.9982
C -1.9162 -1.5860 -4.0794 0.5540
C -2.8541 -0.7360 -4.9282 -1.6303
C -3.9462 -0.1133 -4.0266 0.2124
C -5.3180 -0.7742 -4.1871 -0.9719
O -5.7972 -1.2926 -2.9299 -0.3525
C -6.5885 -0.4707 -2.2008 0.5602
C -6.3609 1.0144 -2.2144 -0.7458
O -7.4391 -0.9524 -1.5041 -0.5780
N 1.7179 0.9030 -3.3386 -0.2215
C 2.2051 1.4404 -4.3141 0.6946
O 2.6369 1.9948 -5.2744 -0.5897
O 0.4352 -0.9133 -2.3944 1.2022
C 0.3809 -0.2184 -1.1814 -1.7838
I 2.3118 -0.1457 -0.1063 0.0942
C -0.5161 -1.1295 -0.3233 2.2493
C -0.9427 -0.5268 1.0071 -0.4705
C -2.3775 -0.0401 1.0961 -0.1600
O -2.6756 0.9971 1.5867 -0.4234
I -4.0383 -1.2459 0.3635 -0.0353
N 0.0878 -2.4600 -0.1749 -0.2959
S -1.0528 -3.6656 0.3624 -0.1775
P -0.5221 1.4682 -1.1688 0.9843
C -0.9968 1.9572 -2.8712 -1.0109
C 0.7322 2.7387 -0.7103 -0.4344
C 0.0538 4.1103 -0.8767 -1.5635
H 1.0511 -4.0372 -2.9760 0.2830
H 2.5981 -4.7659 -2.8610 0.4867
H 2.1552 -3.9829 -4.3797 0.3010
H 2.2518 -2.4955 -1.7266 0.1326
H 3.7141 -2.8081 -2.5773 0.1069
H 2.6274 -1.7356 -4.6320 0.3922
H 3.4288 -0.8058 -3.4309 0.1915
H 1.0086 -0.7566 -5.5965 0.6211
H -0.2066 0.2467 -4.8269 0.8064
H -0.1071 -2.6799 -4.1205 -0.0476
H -0.6718 -2.1677 -5.6948 0.6411
H -2.4100 -2.5420 -3.9399 0.8041
H -1.8361 -1.1655 -3.0876 -0.9653
H -2.3356 0.0383 -5.4803 0.3403
H -3.3723 -1.3735 -5.6342 0.7958
H -4.0524 0.9446 -4.2276 0.5283
H -3.6656 -0.2425 -2.9926 -0.1891
H -5.2698 -1.6348 -4.8354 0.4581
H -6.0476 -0.1130 -4.6299 0.4119
H -6.4305 1.4369 -3.2092 0.3726
H -7.0727 1.5124 -1.5845 0.3224
H -5.3583 1.2068 -1.8529 0.1124
H -1.4179 -1.2340 -0.9327 -0.1981
H -0.8628 -1.3110 1.7576 0.7065
H -0.2953 0.2585 1.3544 -0.5980
H 0.3886 -2.7911 -1.0814 -0.1450
H -1.3405 -4.2878 -0.7977 0.1221
H -1.4834 1.1808 -3.4390 -0.3009
H -1.7120 2.7611 -2.7589 0.6686
H -0.1789 2.3672 -3.4478 0.3659
H 1.6390 2.6573 -1.2911 0.4987
H 0.9381 2.6222 0.3412 0.1013
H 0.1147 4.4824 -1.8877 0.3673
H 0.4853 4.8326 -0.2018 0.4178
H -0.9804 4.0040 -0.5681 0.3918
C -0.6250 2.9137 3.2400 -1.3081
C 0.1938 1.8695 3.9802 -0.5419
N 1.6168 2.1500 3.9845 0.3148
C 2.4183 1.0322 4.4518 -0.5311
C 2.2548 0.5814 5.9087 -1.0998
C 1.9979 3.4575 4.4882 -0.6745
C 1.5894 3.8254 5.9213 -1.0219
H -0.2710 3.0304 2.2143 0.1093
H -1.6669 2.6022 3.1994 0.2884
H -0.5961 3.8883 3.7299 0.5390
H 0.0431 0.9089 3.4793 0.4990
H -0.2163 1.7557 4.9962 0.2927
H 3.4722 1.2579 4.2672 0.4901
H 2.1942 0.1769 3.8053 0.1435
H 2.7408 1.2637 6.6043 0.2389
H 2.7228 -0.3960 6.0429 0.4276
H 1.2076 0.4807 6.1953 0.2606
H 1.5844 4.2123 3.8144 0.3017
H 3.0805 3.5648 4.3853 0.4455
H 0.5637 3.5315 6.1476 0.2491
H 1.6542 4.9072 6.0552 0.3910
H 2.2469 3.3742 6.6624 0.2826
C -8.3408 -1.1868 4.4440 -1.5165
C -6.8921 -0.7917 4.2006 -0.1478
N -6.4081 0.2233 5.1173 0.0935
C -5.1274 0.7817 4.7224 -0.8502
C -3.9060 -0.1441 4.7137 -0.2958
C -6.5585 -0.0790 6.5289 -0.7214
C -5.8890 -1.3503 7.0706 -0.9606
H -8.9957 -0.3157 4.4003 0.3490
H -8.6617 -1.8902 3.6748 0.4290
H -8.4783 -1.6773 5.4086 0.3119
H -6.8201 -0.3912 3.1862 0.3885
H -6.2722 -1.7024 4.2195 0.1951
H -4.9114 1.6467 5.3560 0.3253
H -5.2457 1.1917 3.7143 0.3900
H -3.5382 -0.3503 5.7183 0.2743
H -3.0901 0.3386 4.1699 -0.1253
H -4.1101 -1.0929 4.2155 0.1940
H -7.6272 -0.1399 6.7490 0.4110
H -6.2106 0.7819 7.1053 0.3491
H -6.0236 -2.2042 6.4055 0.2377
H -6.3303 -1.6160 8.0336 0.3743
H -4.8223 -1.2110 7.2381 0.2880
C 9.9311 -0.2432 -3.9775 -1.4498
C 8.5279 0.0836 -3.4894 -0.3278
N 7.7192 -1.0916 -3.2289 0.1851
C 6.3165 -0.7846 -3.0177 -0.8036
C 5.9290 0.0506 -1.7908 -0.4406
C 8.2958 -2.0640 -2.3171 -0.6344
C 8.6563 -1.5988 -0.8993 -0.9955
H 9.8983 -0.8674 -4.8712 0.3302
H 10.4551 0.6798 -4.2283 0.4424
H 10.5230 -0.7545 -3.2178 0.3072
H 8.0308 0.6688 -4.2674 0.4247
H 8.6069 0.7405 -2.6086 0.2657
H 5.7543 -1.7235 -2.9977 0.1783
H 5.9591 -0.2592 -3.9108 0.3624
H 5.9727 -0.5318 -0.8713 0.0808
H 4.8990 0.3984 -1.8954 0.1183
H 6.5586 0.9333 -1.6746 0.2967
H 9.1992 -2.4670 -2.7812 0.4172
H 7.6189 -2.9195 -2.2517 0.3179
H 9.1472 -0.6248 -0.8954 0.2463
H 9.3463 -2.3119 -0.4435 0.3784
H 7.7826 -1.5449 -0.2520 0.2661